Entry 1:
The molecule C7H10N2 in a non-equilibrium geometry, computed with wB97M-V/def2-TZVPD.

Geometry as XYZ:
```
19
Properties=species:S:1:pos:R:3:forces:R:3
C 0.9599 1.8214 -0.0214 1.0 -0.8 -0.2
C 0.0274 -0.9659 -0.0732 -1.6 0.2 -0.8
C 1.7139 0.7066 -0.0532 -1.4 1.6 0.1
C 1.2833 -0.6769 -0.1190 -1.2 1.3 0.9
C -1.8688 -0.0038 -1.3050 1.3 0.2 -0.4
C -0.9186 0.1723 -0.1256 -0.2 0.0 1.8
C -1.4797 0.3847 1.3696 0.6 0.1 -0.8
N 3.0251 0.2420 0.1762 1.5 0.4 0.2
N 2.5418 -1.1508 0.0245 3.8 -1.2 0.4
H -1.2269 -0.2797 -2.2273 -1.4 -0.4 1.5
H -0.4296 -1.8855 -0.2512 -0.4 -1.7 0.1
H -2.2853 0.9182 -1.6174 -0.6 1.2 0.0
H -2.7078 -0.6103 -0.9538 0.3 -0.6 -0.8
H -0.3261 1.1947 -0.2783 -0.3 -0.4 -0.2
H -0.5205 0.4791 2.0234 -2.0 0.4 -1.0
H -2.0707 -0.4633 1.7762 0.5 0.1 -0.6
H -2.2087 1.2321 1.3308 1.0 -0.2 0.5
H 3.6630 0.5691 -0.5574 0.0 -0.7 0.2
H 2.8286 -1.6840 0.8820 -0.8 0.6 -1.2
```
Positions in Å, forces in eV/Å.

The multiplicity is 1. The strongest force on any atom is 3.98 eV Å⁻¹. The molar mass is 122.171 g/mol. The value obtained for the HOMO-LUMO gap is 7.8 eV.


Entry 2:
A structure of composition C18H22N3O4Pd, computed with wB97M-V/def2-TZVPD.

Geometry as XYZ:
```
48
Properties=species:S:1:pos:R:3:forces:R:3
Pd 0.1282 0.0758 -0.4860 -0.2 0.8 0.4
O -0.9327 -1.6276 4.0731 0.0 -0.1 0.0
C -0.6738 -1.0934 2.8695 0.0 0.0 0.0
O -0.8109 0.0546 2.5986 -0.1 -0.2 0.3
C -0.1833 -2.1521 1.8982 -0.1 0.2 0.3
C -0.0834 -3.4613 2.3696 -0.1 0.1 0.1
C 0.3508 -4.4606 1.5374 0.0 -0.1 0.0
C 0.6737 -4.1039 0.2438 0.1 -0.1 -0.3
C 0.5536 -2.7895 -0.1592 0.1 -0.3 0.0
N 0.1280 -1.7951 0.6479 0.0 -0.1 0.2
C 0.9003 -2.3911 -1.5542 0.1 -0.1 -0.2
O 1.3284 -3.2611 -2.4372 0.0 -0.2 0.0
O 0.7948 -1.2374 -1.9170 0.0 0.0 -0.1
H -1.2420 -0.9139 4.6524 0.0 0.0 0.0
H -0.3527 -3.6696 3.3920 0.0 0.0 0.0
H 0.4347 -5.4817 1.8833 0.0 0.0 0.0
H 1.0196 -4.8610 -0.4469 0.0 -0.1 0.1
H 1.3977 -4.1631 -2.1020 0.0 0.0 0.0
C -2.8794 1.3254 -0.0480 0.3 -0.1 0.1
C -1.7416 2.0671 0.5812 0.1 -0.1 -0.2
C -1.6966 3.3128 1.1481 -0.1 0.3 0.1
C -0.3553 3.5491 1.5607 -0.1 0.3 0.1
C 0.3794 2.4408 1.2338 0.1 -0.1 -0.3
C 1.8391 2.1557 1.4037 -0.2 -0.2 0.0
N -0.4792 1.5453 0.6575 0.2 -0.4 -0.5
H -3.7868 1.9239 -0.0118 0.0 0.0 0.0
H -3.0746 0.3810 0.4697 0.0 0.0 0.0
H -2.6751 1.0822 -1.0951 0.0 0.0 0.0
H -2.5457 3.9710 1.2611 0.1 0.0 0.1
H 0.0362 4.4259 2.0556 -0.1 0.0 0.0
H 2.3388 3.0030 1.8674 0.0 0.0 0.0
H 2.3270 1.9570 0.4448 0.0 0.0 0.0
H 2.0024 1.2772 2.0361 0.0 0.0 0.0
C 0.8001 2.9778 -4.8979 0.0 -0.1 0.0
C 0.4203 3.4884 -3.5009 0.0 0.1 -0.1
C 1.4843 4.4552 -2.9578 0.0 0.0 0.0
C -0.9645 4.1552 -3.5131 0.0 0.0 0.0
C 0.3485 2.3469 -2.5783 -0.1 0.4 0.0
N 0.2622 1.5232 -1.7953 0.1 -0.2 -0.2
H 0.8548 3.8287 -5.5768 0.0 0.0 0.0
H 0.0545 2.2788 -5.2780 0.0 0.0 0.0
H 1.7708 2.4811 -4.8858 0.0 0.0 0.0
H 1.5351 5.3227 -3.6165 0.0 0.0 0.0
H 2.4674 3.9843 -2.9304 0.0 0.0 0.0
H 1.2282 4.7950 -1.9540 0.0 0.0 0.0
H -0.9263 5.0251 -4.1696 0.0 0.0 0.0
H -1.2491 4.4847 -2.5136 0.0 0.0 0.0
H -1.7269 3.4720 -3.8887 0.0 0.0 0.0
```
Positions in Å, forces in eV/Å.

The multiplicity is 1. The strongest force on any atom is 0.91 eV Å⁻¹. The net charge is +1. The molar mass is 450.811 g/mol. The value obtained for the HOMO-LUMO gap is 5.0 eV.


Entry 3:
The ion CH2NO3S2 with charge -1 in a non-equilibrium geometry, computed with wB97M-V/def2-TZVPD.

Geometry as XYZ:
```
9
Properties=species:S:1:pos:R:3:forces:R:3
O -0.3168 2.0419 0.2549 -0.1 1.3 -0.2
C -0.6338 0.8690 0.2847 1.6 -1.1 0.3
O -1.6655 0.2152 0.2423 -1.9 0.2 -0.3
N 0.5239 -0.0797 0.3619 0.4 -2.1 0.6
S 2.1848 0.4581 0.1098 -0.8 -0.4 0.0
S 0.1298 -1.7599 0.6743 0.0 1.9 -1.9
O -0.8042 -2.1510 -0.7749 1.6 0.3 1.3
H 1.7787 1.6673 -0.3129 0.0 0.0 0.0
H -1.1968 -1.2610 -0.8401 -0.8 0.0 0.0
```
Positions in Å, forces in eV/Å.

The multiplicity is 1. The strongest force on any atom is 2.69 eV Å⁻¹. The net charge is -1. The molar mass is 140.165 g/mol. The value obtained for the HOMO-LUMO gap is 7.5 eV.